ORCA calculation (ωB97M-V with the def2-TZVPD basis set) on a structure of composition C62H124O33S5 at a distorted geometry.

The frontier orbital gap comes out at 0.3449 Eh. The molar mass is 1557.98 g/mol. The value obtained for the LUMO energy is 0.3 eV.

The geometry in ORCA input format:
```
! wB97M-V def2-TZVPD RIJCOSX def2/J DEFGRID3
* xyz 0 1
C 1.194 -3.062 -2.312
C 1.916 -4.328 -2.900
O 0.872 -5.321 -3.233
S -0.542 -4.749 -2.802
O -0.877 -5.060 -1.478
O -1.483 -5.066 -3.831
O -0.172 -3.203 -2.804
H 1.536 -2.067 -2.606
H 1.186 -3.300 -1.232
H 2.573 -4.811 -2.159
H 2.522 -4.169 -3.799
C 3.923 1.095 -1.183
C 5.305 1.320 -1.926
O 5.911 -0.019 -1.888
S 4.774 -1.127 -1.929
O 4.960 -2.011 -0.809
O 4.660 -1.761 -3.230
O 3.483 -0.227 -1.786
H 3.099 1.705 -1.371
H 4.182 0.901 -0.166
H 5.888 1.913 -1.243
H 5.283 1.780 -2.930
C 2.781 5.630 4.370
C 3.072 6.219 5.762
O 2.893 5.117 6.697
S 1.649 4.147 6.200
O 0.386 4.552 6.760
O 1.952 2.794 6.237
O 1.642 4.734 4.682
H 3.528 4.962 3.944
H 2.443 6.382 3.648
H 2.581 7.231 6.017
H 4.110 6.448 5.862
C 0.376 3.558 1.656
C 1.624 2.720 1.963
O 2.425 2.884 0.841
S 2.390 4.424 0.565
O 2.757 4.604 -0.840
O 3.016 5.140 1.619
O 0.790 4.584 0.761
H 0.017 4.030 2.546
H -0.266 2.994 1.016
H 1.369 1.685 2.073
H 2.167 3.173 2.833
C -2.748 -2.182 -6.117
C -3.302 -0.907 -6.776
O -3.347 0.105 -5.658
S -2.067 -0.165 -4.759
O -2.354 0.055 -3.431
O -1.022 0.475 -5.450
O -1.843 -1.718 -5.019
H -2.112 -2.782 -6.822
H -3.506 -2.928 -5.713
H -4.376 -1.012 -6.998
H -2.679 -0.609 -7.664
C -2.422 2.978 5.996
C -1.572 1.936 6.666
C -0.887 1.136 5.497
O -1.046 1.917 4.324
C -2.205 2.742 4.482
H -2.102 4.007 6.233
H -3.446 2.824 6.309
H -2.093 1.258 7.329
H -0.828 2.275 7.321
H -1.260 0.102 5.437
H 0.185 0.948 5.587
H -3.155 2.286 4.050
H -2.133 3.649 3.945
C 1.405 -4.563 2.420
C 2.060 -5.915 2.094
C 2.975 -5.627 0.910
O 2.371 -4.492 0.230
C 1.297 -3.985 1.036
H 1.954 -3.888 3.004
H 0.428 -4.630 2.930
H 1.255 -6.614 1.731
H 2.505 -6.389 2.982
H 3.032 -6.513 0.263
H 4.027 -5.381 1.199
H 0.341 -4.222 0.570
H 1.407 -2.922 0.963
C 5.239 1.189 4.362
C 3.946 0.458 4.389
C 3.941 -0.167 3.025
O 4.522 0.800 2.201
C 5.249 1.728 2.928
H 6.189 0.574 4.541
H 5.288 2.027 5.084
H 3.118 1.165 4.481
H 3.984 -0.306 5.118
H 2.878 -0.371 2.703
H 4.470 -1.109 3.063
H 4.804 2.733 2.820
H 6.304 1.900 2.596
C 8.494 -2.455 0.857
C 7.644 -1.181 0.941
C 8.010 -0.666 2.334
O 7.965 -1.910 3.090
C 8.743 -2.786 2.321
H 9.401 -2.276 0.269
H 7.849 -3.194 0.377
H 6.573 -1.434 0.753
H 7.853 -0.430 0.149
H 7.223 0.009 2.686
H 9.026 -0.299 2.298
H 8.406 -3.727 2.684
H 9.809 -2.633 2.643
C -8.026 0.464 3.510
C -6.801 0.860 4.344
C -5.685 0.198 3.616
O -5.932 0.409 2.200
C -7.382 0.397 2.072
H -8.778 1.286 3.495
H -8.586 -0.455 3.703
H -6.799 0.558 5.428
H -6.719 1.981 4.410
H -5.751 -0.891 3.794
H -4.685 0.560 3.831
H -7.736 -0.509 1.571
H -7.667 1.314 1.550
C -4.755 -1.652 -2.696
C -5.622 -2.876 -2.942
C -5.417 -3.743 -1.655
O -4.661 -3.003 -0.797
C -3.808 -2.165 -1.609
H -5.158 -0.739 -2.338
H -4.248 -1.412 -3.654
H -5.246 -3.370 -3.911
H -6.678 -2.602 -3.085
H -4.929 -4.665 -2.015
H -6.291 -4.090 -1.125
H -3.023 -2.824 -2.047
H -3.326 -1.321 -1.086
C -2.117 4.141 -3.634
C -0.881 3.351 -3.202
C -0.249 4.282 -2.210
O -0.614 5.629 -2.514
C -1.604 5.554 -3.584
H -2.926 4.007 -2.924
H -2.419 3.809 -4.627
H -0.230 3.190 -4.079
H -1.061 2.357 -2.823
H 0.860 4.252 -2.204
H -0.626 4.061 -1.226
H -1.100 5.920 -4.475
H -2.409 6.193 -3.301
C -3.025 -4.055 1.814
C -3.084 -5.519 1.325
C -4.624 -5.811 1.320
O -5.085 -5.165 2.455
C -4.405 -3.902 2.527
H -3.076 -3.382 0.975
H -2.206 -3.805 2.430
H -2.572 -6.199 2.103
H -2.583 -5.759 0.356
H -4.812 -6.880 1.381
H -5.114 -5.470 0.371
H -4.250 -3.637 3.575
H -4.989 -3.184 2.011
C 1.741 3.073 -6.138
C 1.997 1.579 -6.170
C 3.447 1.595 -5.614
O 3.397 2.565 -4.610
C 2.573 3.657 -5.017
H 0.647 3.319 -6.095
H 2.045 3.568 -7.043
H 1.868 1.282 -7.146
H 1.292 1.078 -5.505
H 4.123 1.916 -6.403
H 3.779 0.711 -5.106
H 3.085 4.585 -5.330
H 2.019 3.850 -4.029
C -4.698 3.144 0.733
C -5.381 2.322 -0.308
C -5.760 3.265 -1.487
O -5.157 4.515 -1.073
C -4.140 4.251 -0.149
H -3.937 2.551 1.307
H -5.540 3.660 1.332
H -6.252 1.737 0.035
H -4.703 1.488 -0.588
H -6.777 3.476 -1.696
H -5.410 3.020 -2.459
H -3.853 5.134 0.407
H -3.105 3.898 -0.517
C 0.974 -0.426 -10.054
C 0.566 -1.666 -10.870
C -0.820 -1.970 -10.380
O -0.833 -1.479 -9.026
C 0.384 -0.821 -8.672
H 0.522 0.498 -10.387
H 2.056 -0.336 -10.040
H 1.190 -2.513 -10.603
H 0.717 -1.377 -11.908
H -1.124 -3.008 -10.341
H -1.585 -1.459 -10.967
H 1.107 -1.476 -8.174
H 0.079 -0.005 -7.953
C 1.883 -2.399 6.059
C 1.728 -1.157 6.894
C 0.328 -1.338 7.503
O -0.479 -2.003 6.507
C 0.392 -2.606 5.550
H 2.288 -3.266 6.509
H 2.532 -2.256 5.189
H 1.732 -0.319 6.241
H 2.537 -1.119 7.664
H -0.203 -0.418 7.860
H 0.534 -1.958 8.348
H 0.250 -2.168 4.563
H 0.063 -3.674 5.418
C -0.100 0.893 -0.636
C -1.482 0.992 -0.063
C -1.421 0.081 1.233
O -0.086 -0.232 1.417
C 0.417 -0.365 0.034
H 0.525 1.817 -0.359
H -0.105 0.755 -1.762
H -2.113 0.515 -0.804
H -1.956 1.980 0.141
H -1.989 -0.816 0.953
H -1.928 0.585 2.060
H -0.022 -1.237 -0.371
H 1.491 -0.511 0.081
*
```

Atom charges from the Mulliken analysis, given in e for atoms 1 to 8: 1.309 -0.183 -0.403 1.065 -0.406 -0.713 0.136 0.418

ORCA calculation (ωB97M-V with the def2-TZVPD basis set) on a cluster of 2 separate species, C5H14 in total at a distorted geometry.

The frontier orbital gap comes out at 0.4564 Eh. The relative energy (zero: lowest compared OMol25 entry of this formula, charge and spin) comes out at 0.551 eV. The molar mass is 74.17 g/mol. The value obtained for the LUMO energy is 1.1 eV. Its SMILES is CCC.CC.

The geometry in ORCA input format:
```
! wB97M-V def2-TZVPD RIJCOSX def2/J DEFGRID3
* xyz 0 1
C -1.212 -2.133 -0.195
C -0.783 -2.256 1.275
C -1.820 -0.750 -0.491
H -0.336 -2.263 -0.819
H -1.958 -2.902 -0.372
H -0.143 -3.126 1.369
H -1.644 -2.359 1.930
H -2.147 -0.272 0.429
H -1.144 -0.086 -1.020
H -0.198 -1.406 1.627
H -2.649 -0.754 -1.205
C 1.504 2.978 -0.408
C 2.147 1.615 -0.135
H 0.992 3.435 0.447
H 2.050 3.775 -0.914
H 0.633 2.799 -1.052
H 1.924 0.985 -0.994
H 1.559 1.116 0.639
H 3.227 1.605 -0.109
*
```

Atom charges from the Mulliken analysis, given in e for atoms 1 to 8: -0.146 -1.185 -0.992 0.301 0.241 0.345 0.337 0.304